{
  "formula": "C26H66N4O10",
  "method": "ωB97M-V/def2-TZVPD",
  "symbols": ["C", "O", "C", "C", "N", "C", "C", "O", "C", "H", "H", "H", "H", "H", "H", "H", "H", "H", "H", "H", "H", "H", "H", "H", "C", "O", "C", "C", "N", "C", "C", "O", "C", "H", "H", "H", "H", "H", "H", "H", "H", "H", "H", "H", "H", "H", "H", "H", "C", "O", "C", "C", "N", "C", "C", "O", "C", "H", "H", "H", "H", "H", "H", "H", "H", "H", "H", "H", "H", "H", "H", "H", "C", "O", "C", "C", "N", "C", "C", "O", "C", "H", "H", "H", "H", "H", "H", "H", "H", "H", "H", "H", "H", "H", "H", "H", "C", "C", "O", "O", "H", "H", "H", "H", "H", "H"],
  "positions_angstrom": [[18.710584, -4.610538, 16.221548], [17.591697, -5.006990, 15.473202], [16.475866, -4.165838, 15.905741], [15.403011, -4.128861, 14.837671], [15.494512, -3.195797, 13.641290], [16.715713, -3.403322, 12.840084], [16.605793, -2.432531, 11.583620], [16.554628, -1.056269, 11.893441], [17.489677, -0.690760, 12.882791], [19.660749, -5.074576, 15.957064], [18.681066, -4.766560, 17.299921], [18.961625, -3.562841, 16.056015], [16.921623, -3.192133, 16.108958], [16.248072, -4.638585, 16.861105], [14.605484, -3.821639, 15.514182], [15.154447, -5.134231, 14.497747], [14.682143, -3.143877, 13.043423], [16.542602, -4.443389, 12.563679], [17.740134, -3.250576, 13.179682], [15.619602, -2.647966, 11.172381], [17.437127, -2.699347, 10.931100], [17.070936, -0.935655, 13.858900], [17.646236, 0.376334, 12.725020], [18.424966, -1.221323, 12.704360], [9.121889, 1.916191, 14.911015], [8.441785, 0.681488, 14.880441], [9.211741, -0.502759, 14.916176], [10.338809, -0.621171, 13.745088], [9.797906, -1.364757, 12.569862], [8.665336, -0.659049, 11.798385], [8.018473, -1.583762, 10.769843], [7.528225, -2.745019, 11.499387], [6.531608, -3.446415, 10.713674], [8.335226, 2.656554, 15.056322], [9.515008, 2.068321, 13.905822], [9.853487, 2.150473, 15.684312], [8.680113, -1.439869, 14.750933], [9.665113, -0.576999, 15.904628], [11.210361, -1.211801, 14.027336], [10.581072, 0.298163, 13.211943], [9.459846, -2.283035, 12.820057], [9.088384, 0.213005, 11.299738], [7.906351, -0.355568, 12.519458], [8.797026, -1.875430, 10.064948], [7.355246, -0.945749, 10.185738], [6.851762, -3.669185, 9.695838], [5.557955, -2.958676, 10.760596], [6.326463, -4.358355, 11.274370], [7.590294, -0.513468, 19.008630], [8.423259, 0.616012, 19.361263], [8.381049, 1.589523, 18.365624], [9.469101, 2.555791, 18.855055], [10.780358, 1.980054, 18.655550], [11.823227, 2.967094, 19.067865], [11.977508, 4.131759, 17.985838], [11.269379, 5.261499, 18.351632], [11.892645, 6.191224, 19.355463], [7.978739, -1.024842, 18.127889], [6.537337, -0.355792, 18.775159], [7.547850, -1.283774, 19.778653], [7.405188, 2.036715, 18.176349], [8.742225, 1.097716, 17.462425], [9.242535, 2.546992, 19.921214], [9.358428, 3.514980, 18.349284], [10.762393, 1.314127, 19.414709], [12.652529, 2.282879, 18.888387], [11.594585, 3.370041, 20.054509], [11.508109, 3.752367, 17.078194], [13.030470, 4.346592, 17.803533], [12.764000, 6.723907, 18.974539], [12.172603, 5.530545, 20.175969], [11.186331, 6.900709, 19.786568], [15.316370, 3.786580, 15.787088], [15.946443, 4.865875, 15.142236], [16.377659, 4.600415, 13.793350], [16.803390, 5.935971, 13.206871], [15.615172, 6.739426, 12.958693], [15.145210, 7.261113, 14.263720], [14.085658, 8.416640, 13.992774], [12.913025, 7.988237, 13.233257], [12.268265, 6.815020, 13.583491], [15.248939, 3.966632, 16.859999], [15.716871, 2.819180, 15.484041], [14.275614, 3.875261, 15.475547], [15.545249, 4.138700, 13.262300], [17.070932, 3.760373, 13.750684], [17.142481, 5.482439, 12.275510], [17.698984, 6.182831, 13.777015], [15.834975, 7.488854, 12.318259], [15.962935, 7.666796, 14.859415], [14.651292, 6.567858, 14.944556], [14.547860, 9.329036, 13.615943], [13.689779, 8.794639, 14.935376], [11.863205, 6.937178, 14.588028], [12.777147, 5.856950, 13.477425], [11.347666, 6.601609, 13.040289], [14.335502, -0.077551, 15.770357], [13.043990, 0.030061, 16.620306], [12.218597, 1.187465, 16.403806], [15.019507, -1.247811, 16.189052], [14.907111, 0.789602, 16.101113], [14.302082, -0.003710, 14.683373], [13.497576, 0.069317, 17.610670], [12.368526, -0.822069, 16.695956], [11.505210, 1.218428, 17.045461], [15.320980, -1.565986, 15.334953]],
  "forces_ev_per_angstrom": [[1.4934, 0.2609, -0.0062], [0.1737, 0.5943, 0.1380], [2.4644, -0.9079, -1.2983], [-1.2969, 0.3692, -0.1067], [2.0489, 0.8740, 3.3717], [-1.7207, 0.5604, -2.0578], [-0.7344, -1.3726, 1.4265], [-0.0423, -0.4993, -0.1605], [-0.1386, 0.2614, -0.6452], [-0.4126, -0.7607, -0.6457], [-0.7523, -0.0718, 0.2441], [-0.3655, 0.4582, 0.0521], [-0.4601, 0.3849, -0.0161], [-1.2041, 0.3630, -0.0253], [-0.8417, 0.2870, -0.6681], [0.2421, -0.2971, 0.1022], [0.0113, -0.4692, 0.2515], [1.2216, -0.2189, -0.9234], [-0.5680, -0.1582, 1.3300], [0.2296, -0.0555, -0.7326], [-0.0525, 0.2315, -0.3953], [0.3262, 0.1752, 0.2683], [0.0968, -0.0138, 0.4645], [0.2624, 0.1139, 0.2549], [-0.5203, 1.1897, -0.6398], [0.1090, -2.3838, -0.1748], [0.5960, 0.8286, -0.4241], [-0.1295, -0.5577, -2.4317], [-3.2108, 1.9860, 1.6595], [1.5116, -1.1280, -0.3818], [1.2334, -0.4250, 1.1692], [-0.3644, 1.4951, -1.8238], [-0.2268, -0.5270, 1.3083], [-0.0904, -0.0531, -0.1370], [0.4357, 0.3410, 0.1139], [0.2721, -0.9363, 0.0485], [-1.0704, 0.5261, 0.2928], [0.7572, -0.0180, -0.1844], [0.0479, 0.4257, 0.5991], [0.4638, 0.5169, 1.1585], [0.3702, -1.0068, -0.4084], [0.0286, 0.1000, 0.1921], [0.1192, 0.1311, 0.5411], [0.0342, -0.3679, -0.1538], [-0.8900, -0.4779, 0.2738], [0.0806, 0.1252, 0.0925], [0.1858, 0.6180, -0.4006], [0.4087, -0.2573, -0.2708], [0.4226, -0.5448, 0.0946], [-2.2208, -2.1294, 0.3818], [1.6850, 0.2384, -0.2319], [-1.9101, -0.1084, -0.9054], [-0.5610, 0.8556, 0.6028], [0.1218, -0.4728, -2.6341], [-0.1952, -1.3247, 1.5659], [-0.4361, 2.9104, 0.9749], [-0.3080, -2.2172, -0.4842], [0.3753, 0.0798, -0.2821], [-0.0611, 1.0479, 0.0884], [0.5309, 0.4267, 0.4192], [-0.1736, 0.0420, 0.3079], [-0.1691, 0.1610, -0.5848], [0.0416, 1.1089, 0.2258], [0.1842, 0.1649, 0.3612], [0.5967, -0.7918, -0.1625], [0.9482, 0.6992, 1.1665], [0.5882, -0.1241, 0.1565], [0.2110, 0.0776, -0.1993], [0.1413, -0.0504, -0.0380], [-0.0448, -0.1800, -0.2956], [0.4242, 0.2430, 0.2039], [-0.3776, -0.2104, -0.6946], [-1.0823, 0.8617, -0.6883], [1.4553, -0.6136, 0.2114], [-1.5035, -0.2400, 1.4996], [-0.3446, -3.4099, -1.3756], [0.7858, -0.3422, 1.8675], [-1.8889, 2.4661, -0.9391], [-0.3516, -1.5436, 1.0729], [1.4755, 0.9921, -1.3096], [-0.8958, -0.5235, 1.2365], [0.7332, -0.2184, 0.0574], [0.1589, -0.0814, 0.3435], [-0.4823, -0.7469, -0.1834], [-0.5896, 0.5357, -0.4180], [1.0298, 0.3762, 0.3374], [0.4392, 0.9355, -0.7215], [-0.2117, 1.3032, 0.1637], [-0.0944, 0.2848, 0.1476], [0.1700, 0.2950, 0.0324], [0.1512, -0.3897, -0.7961], [-0.2406, -0.3313, -1.1315], [0.0517, -0.3584, 0.5882], [0.2736, -0.3961, 0.6444], [0.9114, 0.2018, 0.1942], [0.0541, 0.9260, -0.8288], [-0.6528, 0.9170, 0.9479], [-0.3703, 0.3905, 0.6238], [1.4452, -0.3641, -1.6087], [-0.3288, 0.2846, -0.5382], [0.1558, 0.2309, -0.1564], [-0.6109, -0.2036, -0.1143], [-0.1406, 0.1147, 0.4331], [0.3405, -0.6544, -0.7180], [-0.2676, 0.1224, 0.9992], [0.4793, -0.9760, -0.1508]],
  "s2": 0.756,
  "multiplicity": 2,
  "gap_ev": [8.020, 3.029],
  "charge": 1
}

---

{
  "formula": "C26H67FN11O8P4",
  "method": "ωB97M-V/def2-TZVPD",
  "symbols": ["O", "C", "O", "C", "C", "C", "N", "C", "P", "O", "O", "O", "N", "C", "C", "C", "F", "H", "H", "H", "H", "H", "H", "H", "H", "H", "H", "H", "H", "H", "O", "P", "N", "C", "C", "N", "C", "C", "N", "C", "C", "H", "H", "H", "H", "H", "H", "H", "H", "H", "H", "H", "H", "H", "H", "H", "H", "H", "H", "O", "P", "N", "C", "C", "N", "C", "C", "N", "C", "C", "H", "H", "H", "H", "H", "H", "H", "H", "H", "H", "H", "H", "H", "H", "H", "H", "H", "H", "O", "P", "N", "C", "C", "N", "C", "C", "N", "C", "C", "H", "H", "H", "H", "H", "H", "H", "H", "H", "H", "H", "H", "H", "H", "H", "H", "H", "H"],
  "positions_angstrom": [[3.387559, -2.219765, -0.546460], [3.193908, -1.246780, -1.217157], [3.419560, -1.269138, -2.560151], [2.615127, 0.050454, -0.658323], [1.138216, 0.029955, -0.943501], [0.400462, -1.068719, -1.205965], [-0.884932, -0.648914, -1.432148], [-0.923797, 0.664367, -1.311846], [-2.407761, 1.700126, -1.538984], [-2.746110, 2.425636, -0.331629], [-2.078185, 2.629002, -2.799847], [-3.533721, 0.696073, -2.046417], [0.285994, 1.127143, -0.995110], [0.499362, 2.584959, -0.811238], [1.892396, 3.030348, -0.398216], [2.762242, 3.328574, -1.625709], [4.073468, 2.914863, -1.406359], [3.776795, -0.413591, -2.834167], [3.086441, 0.874374, -1.188711], [2.814118, 0.092734, 0.410226], [0.681042, -2.105584, -1.263268], [-1.651380, -1.273001, -1.632384], [-1.523200, 2.139766, -3.424806], [-3.238887, 0.231171, -2.842643], [0.188804, 3.092859, -1.724698], [-0.212491, 2.914950, -0.053433], [2.396985, 2.366253, 0.295042], [1.765045, 3.978628, 0.123678], [2.795642, 4.395014, -1.845580], [2.404425, 2.815729, -2.524257], [4.522980, -4.382338, -6.868489], [5.540725, -4.411952, -5.781516], [6.058684, -2.780933, -5.690055], [7.366422, -2.294482, -6.077264], [4.997260, -1.792333, -5.615462], [6.702523, -5.452136, -6.460771], [8.140833, -5.286215, -6.366972], [6.346412, -6.125937, -7.707740], [6.055647, -4.838593, -4.193833], [5.541429, -6.173844, -3.798891], [5.744861, -3.913981, -3.089770], [8.162593, -2.810639, -5.538848], [7.475063, -1.243043, -5.808802], [7.556870, -2.386952, -7.153506], [4.480947, -1.852267, -4.650148], [4.247911, -1.930283, -6.401610], [5.386290, -0.778196, -5.708791], [8.521174, -4.564553, -7.098316], [8.638842, -6.240015, -6.557140], [8.449825, -4.980873, -5.368472], [6.438433, -5.467165, -8.578578], [5.328864, -6.501884, -7.671402], [6.999870, -6.987752, -7.855825], [4.452864, -6.175859, -3.684213], [5.989962, -6.480966, -2.854922], [5.807962, -6.917477, -4.547269], [4.680025, -3.677817, -3.015127], [6.305920, -2.987650, -3.192294], [6.058181, -4.367417, -2.149424], [-1.402069, -1.212433, 1.515468], [-1.708920, -1.615358, 2.925586], [-1.078676, -3.198036, 3.024651], [-1.869744, -4.407820, 3.132249], [0.292483, -3.364687, 2.563243], [-3.410636, -1.575042, 2.880649], [-4.293945, -2.535300, 3.519350], [-4.039461, -1.026878, 1.683467], [-1.719071, -1.315901, 4.612937], [-1.998791, 0.115830, 4.912147], [-0.526926, -1.695848, 5.395378], [-2.534950, -4.377976, 3.995272], [-1.222607, -5.267947, 3.300467], [-2.470575, -4.609457, 2.236353], [0.999850, -2.877330, 3.245262], [0.453439, -2.941372, 1.565358], [0.566908, -4.416464, 2.523226], [-4.411661, -3.446338, 2.923229], [-5.285748, -2.097019, 3.650977], [-3.949918, -2.801673, 4.516783], [-4.047329, -1.744524, 0.850605], [-3.534924, -0.122184, 1.353910], [-5.071125, -0.749221, 1.904690], [-1.185799, 0.768391, 4.582278], [-2.137747, 0.249803, 5.983228], [-2.915229, 0.434633, 4.419374], [0.394564, -1.251822, 5.009665], [-0.413087, -2.776220, 5.428436], [-0.660184, -1.363024, 6.423689], [-3.366802, 4.968309, 4.843434], [-4.495941, 5.381242, 3.963644], [-5.798120, 4.419206, 4.506066], [-6.399402, 3.334831, 3.762168], [-6.030241, 4.424681, 5.945222], [-3.886065, 4.895799, 2.442457], [-4.654952, 4.277682, 1.379389], [-2.503596, 4.437860, 2.400789], [-5.470696, 6.582196, 3.211058], [-4.665941, 7.765018, 2.813883], [-6.642608, 7.086445, 3.950273], [-6.757897, 3.665631, 2.785903], [-7.283957, 2.965064, 4.280849], [-5.717877, 2.485661, 3.613230], [-6.411878, 5.397677, 6.277348], [-5.119988, 4.214626, 6.513738], [-6.774756, 3.681008, 6.222570], [-4.793302, 3.203408, 1.545735], [-4.138321, 4.393925, 0.425374], [-5.628526, 4.748298, 1.248169], [-2.391650, 3.407832, 2.764951], [-1.862061, 5.081325, 2.996072], [-2.138681, 4.480062, 1.371129], [-4.280661, 8.308232, 3.681796], [-5.274353, 8.446581, 2.220795], [-3.821331, 7.458037, 2.199671], [-6.388450, 7.468856, 4.942605], [-7.398272, 6.312046, 4.052948], [-7.098304, 7.895743, 3.380314]],
  "forces_ev_per_angstrom": [[-0.3712, 0.3719, -0.3137], [0.4220, -0.6302, 0.4109], [0.1482, 0.2297, 0.5154], [-0.1533, -0.2364, -0.5980], [0.7594, 0.4027, 0.3421], [-0.5275, -0.3326, -0.0819], [0.8244, -0.4783, -0.0860], [-1.0266, 0.6886, -0.1438], [-0.8869, 0.4935, 0.2255], [0.1205, -0.0182, -0.0544], [0.4940, -0.6570, 0.3218], [0.8666, -0.2573, 0.1248], [-0.0060, -0.4877, -0.3766], [-0.0941, 0.2792, 0.7310], [0.0152, 0.6396, -0.6075], [0.2670, -0.1544, 0.0235], [-0.0560, -0.0430, 0.0044], [-0.1942, 0.0167, -0.2859], [0.0774, 0.1386, 0.2585], [0.0748, 0.0676, -0.0136], [0.0463, -0.0022, 0.0997], [-0.2005, 0.1428, 0.2317], [-0.0954, 0.3607, -0.3865], [-0.5317, -0.0231, -0.2014], [0.1473, -0.1041, -0.1060], [-0.0636, -0.2801, 0.0552], [-0.0636, -0.0949, -0.0050], [-0.0821, -0.1208, 0.2049], [-0.0358, 0.0036, 0.0195], [0.0120, -0.1024, 0.0374], [-1.9410, -0.6931, 2.0399], [4.7943, 1.1039, -2.2717], [-0.1618, 0.2260, 0.4000], [0.2685, -0.2260, 0.0179], [-0.3841, -0.1444, -0.1624], [-0.1660, -0.0537, -0.4316], [0.1735, -0.1807, 0.4477], [-0.1496, 0.1038, -0.1698], [-2.6790, -0.3391, 0.4478], [0.2832, -0.2720, -0.1736], [0.1635, 0.3016, 0.0096], [-0.0349, -0.0623, -0.0775], [-0.1824, 0.0251, -0.0164], [0.0454, 0.0265, 0.0208], [-0.0559, -0.0140, -0.0555], [0.0165, 0.0114, 0.0022], [0.2125, -0.0733, -0.0212], [0.0341, -0.0378, 0.0041], [-0.0879, -0.0345, -0.0447], [-0.1290, 0.1185, 0.0122], [-0.0068, -0.0519, -0.0397], [-0.0499, 0.1222, -0.0160], [0.1223, 0.0748, 0.0935], [0.0079, 0.0083, 0.1227], [0.0377, 0.0951, 0.0188], [0.0166, 0.0834, -0.0820], [-0.0057, -0.0247, 0.1082], [-0.0605, 0.0208, -0.1922], [-0.0433, -0.1300, -0.0486], [1.8271, 2.0847, 0.7845], [-3.7436, -4.2071, -0.0534], [0.4675, 0.1154, 0.0936], [-0.3282, 0.0016, 0.1568], [0.1145, 0.3289, -0.1561], [-0.0556, 0.1015, -0.5816], [-0.0786, 0.1239, 0.5148], [0.1499, -0.0096, -0.2176], [1.9555, 2.0473, -0.7044], [-0.4581, 0.0046, -0.0143], [0.0706, -0.3876, 0.0623], [-0.0343, 0.0540, -0.0697], [0.1455, 0.0898, -0.0879], [-0.0030, -0.0372, 0.0371], [0.0339, -0.0152, -0.0628], [-0.0137, -0.0341, 0.0060], [-0.1240, -0.0445, 0.0653], [-0.0402, 0.0134, 0.0207], [0.0271, 0.0793, -0.0650], [0.1665, -0.0124, -0.0505], [-0.0688, 0.0367, -0.0179], [0.0676, -0.0371, -0.0169], [-0.0139, -0.1143, 0.1062], [0.0569, 0.0126, 0.1242], [0.0369, -0.0882, 0.0197], [0.0023, -0.0851, -0.0701], [0.0319, 0.0545, 0.0943], [-0.0227, -0.0131, -0.2009], [-0.0751, 0.1248, -0.0503], [-0.0240, 2.6474, 0.9776], [-1.2931, -4.2770, -2.9612], [-0.2481, 0.2559, 0.2508], [0.0039, 0.0238, -0.3466], [0.3172, 0.1626, 0.2060], [0.3672, -0.2027, 0.0795], [-0.3212, 0.3740, -0.2662], [0.1247, -0.0614, 0.1944], [1.1012, 1.6483, 1.9030], [0.1640, -0.1084, -0.3702], [-0.2982, -0.2201, 0.0574], [0.1054, -0.0203, -0.0045], [0.0723, 0.0507, 0.1660], [-0.0502, -0.0178, -0.0267], [0.0179, -0.0413, 0.0474], [-0.0032, -0.0146, -0.0244], [-0.0403, -0.0327, -0.1523], [0.0106, 0.0001, -0.0851], [0.1164, 0.0088, 0.0638], [-0.0276, 0.0274, 0.2486], [0.0687, -0.0156, -0.0435], [-0.0556, -0.0614, 0.1312], [-0.1738, -0.0433, -0.0666], [-0.0895, 0.0866, -0.0078], [-0.0890, -0.0487, 0.0269], [-0.0088, -0.1127, 0.0385], [-0.0422, 0.0969, -0.0146], [0.1381, -0.1328, 0.0695], [0.1379, 0.0440, -0.0452]],
  "gap_ev": 6.375,
  "charge": 1
}